# 1
{"formula": "C13H31AuN4O", "method": "wB97M-V/def2-TZVPD", "elements": ["Au", "C", "C", "N", "C", "C", "N", "C", "C", "C", "N", "C", "C", "N", "C", "H", "H", "H", "H", "H", "H", "H", "H", "H", "H", "H", "H", "H", "H", "H", "H", "H", "H", "H", "H", "H", "H", "H", "H", "C", "C", "C", "O", "H", "H", "H", "H", "H", "H", "H"], "coordinates": [[-0.13, 0.08, -0.28], [0.29, -2.28, -2.17], [-0.66, -2.76, -1.08], [-0.51, -1.98, 0.19], [-1.64, -2.10, 1.15], [-2.57, -0.90, 1.04], [-1.80, 0.37, 0.96], [-1.37, 1.02, 2.24], [-0.51, 0.24, 3.25], [0.82, -0.42, 2.84], [1.42, 0.18, 1.65], [2.62, -0.48, 1.12], [2.84, -0.09, -0.34], [1.70, -0.45, -1.24], [1.68, -1.87, -1.68], [-0.16, -1.42, -2.69], [0.38, -3.06, -2.92], [-0.50, -3.82, -0.85], [-1.69, -2.66, -1.42], [0.33, -2.31, 0.65], [-1.23, -2.19, 2.15], [-2.21, -3.02, 0.96], [-3.25, -0.88, 1.90], [-3.17, -0.97, 0.14], [-2.37, 1.06, 0.48], [-2.28, 1.31, 2.78], [-0.87, 1.94, 1.94], [-1.11, -0.52, 3.75], [-0.30, 0.99, 4.02], [0.67, -1.48, 2.62], [1.50, -0.39, 3.70], [1.60, 1.17, 1.77], [2.48, -1.57, 1.21], [3.52, -0.24, 1.68], [3.75, -0.57, -0.71], [2.98, 0.99, -0.42], [1.75, 0.15, -2.07], [2.00, -2.49, -0.83], [2.42, -2.02, -2.46], [0.40, 2.98, -2.93], [-0.61, 2.46, -1.91], [-1.58, 3.55, -1.45], [0.09, 1.96, -0.77], [-0.12, 3.30, -3.83], [1.11, 2.20, -3.20], [0.95, 3.82, -2.52], [-1.20, 1.67, -2.38], [-1.02, 4.40, -1.06], [-2.24, 3.18, -0.67], [-2.18, 3.89, -2.30]], "spin_multiplicity": 1, "total_charge": 2, "max_force_ev_per_a": 1.06, "e_above_lowest_kcal_mol": 4.3, "gap_ev": 7.8, "e_homo_ev": -15.7}



# 2
{"formula": "C13H31IO6", "method": "wB97M-V/def2-TZVPD", "elements": ["C", "C", "C", "I", "O", "C", "O", "O", "H", "H", "H", "H", "H", "H", "H", "C", "C", "C", "O", "H", "H", "H", "H", "H", "H", "H", "H", "C", "C", "C", "O", "H", "H", "H", "H", "H", "H", "H", "H", "C", "C", "C", "O", "H", "H", "H", "H", "H", "H", "H", "H"], "coordinates": [[-0.89, 3.43, -2.52], [-0.23, 2.07, -2.77], [0.79, 1.67, -1.70], [0.08, -0.05, -0.59], [1.01, 2.66, -0.71], [1.95, 3.58, -1.04], [2.58, 3.61, -2.08], [2.12, 4.45, -0.03], [-0.16, 4.22, -2.42], [-1.54, 3.41, -1.65], [-1.51, 3.67, -3.38], [0.26, 2.09, -3.73], [-1.02, 1.33, -2.85], [1.72, 1.36, -2.15], [1.42, 4.33, 0.61], [0.34, 1.92, 4.75], [-0.89, 1.63, 3.90], [-1.15, 0.13, 3.79], [-0.75, 2.20, 2.60], [1.23, 1.47, 4.29], [0.51, 2.99, 4.82], [0.24, 1.51, 5.76], [-1.75, 2.11, 4.34], [-0.30, -0.36, 3.30], [-2.03, -0.06, 3.18], [-1.30, -0.33, 4.76], [0.01, 1.79, 2.18], [2.10, 0.17, -5.38], [0.73, -0.19, -5.92], [0.81, -1.21, -7.04], [0.04, 0.98, -6.35], [2.72, 0.62, -6.16], [2.01, 0.90, -4.58], [2.62, -0.71, -5.00], [0.12, -0.60, -5.11], [1.38, -0.80, -7.88], [-0.19, -1.46, -7.41], [1.30, -2.13, -6.71], [0.54, 1.37, -7.07], [-0.82, -4.90, 3.32], [-1.08, -3.96, 4.49], [-1.28, -4.71, 5.79], [-2.20, -3.12, 4.21], [-1.68, -5.57, 3.18], [-0.67, -4.34, 2.40], [0.06, -5.52, 3.50], [-0.24, -3.27, 4.59], [-2.15, -5.37, 5.72], [-1.46, -4.02, 6.61], [-0.41, -5.32, 6.04], [-2.97, -3.69, 4.11]], "spin_multiplicity": 1, "max_force_ev_per_a": 1.61, "gap_ev": 10.0, "e_homo_ev": -9.7, "smiles": "CC[C@H](I)OC(=O)O.CC(C)O.CC(C)O.CC(C)O"}



# 3
{"formula": "C13H32BCl14N2O2", "method": "wB97M-V/def2-TZVPD", "elements": ["C", "O", "C", "C", "C", "C", "C", "N", "B", "N", "O", "H", "H", "H", "H", "H", "H", "H", "H", "H", "H", "H", "H", "H", "H", "H", "H", "H", "H", "C", "Cl", "Cl", "H", "H", "C", "Cl", "Cl", "H", "H", "C", "Cl", "Cl", "H", "H", "C", "Cl", "Cl", "H", "H", "C", "Cl", "Cl", "H", "H", "C", "Cl", "Cl", "H", "H", "C", "Cl", "Cl", "H", "H"], "coordinates": [[3.00, -0.84, 0.99], [2.15, 0.24, 1.33], [2.34, 1.37, 0.48], [1.51, 1.24, -0.82], [0.36, 2.25, -0.99], [-0.43, 2.55, 0.29], [-0.99, 1.29, 0.95], [-2.15, 0.70, 0.16], [-2.31, -0.83, 0.43], [-2.32, -1.69, -0.67], [-2.56, -1.17, 1.74], [3.02, -1.00, -0.10], [2.62, -1.74, 1.47], [4.03, -0.66, 1.33], [2.04, 2.23, 1.07], [3.40, 1.50, 0.24], [2.17, 1.31, -1.69], [1.10, 0.22, -0.84], [-0.33, 1.85, -1.76], [0.74, 3.20, -1.39], [0.18, 3.05, 1.05], [-1.25, 3.25, 0.07], [-0.22, 0.50, 1.00], [-1.36, 1.47, 1.96], [-1.98, 0.89, -0.83], [-3.00, 1.21, 0.40], [-1.94, -1.36, -1.55], [-2.02, -2.65, -0.51], [-1.85, -1.16, 2.38], [6.67, -1.78, -0.09], [6.04, -0.54, -1.19], [5.49, -3.05, 0.23], [7.54, -2.23, -0.56], [6.93, -1.30, 0.84], [-4.72, -3.66, -0.89], [-6.27, -2.88, -0.64], [-4.49, -4.24, -2.55], [-3.93, -2.93, -0.69], [-4.65, -4.51, -0.22], [-0.20, -5.43, -1.32], [-0.42, -4.38, -2.71], [-0.88, -4.69, 0.15], [-0.72, -6.37, -1.49], [0.86, -5.58, -1.15], [3.12, 5.76, -0.70], [2.99, 5.33, 1.02], [3.19, 4.33, -1.73], [2.24, 6.34, -0.96], [4.03, 6.33, -0.84], [4.32, 7.02, 4.14], [4.14, 8.76, 3.88], [5.92, 6.58, 4.74], [3.59, 6.71, 4.88], [4.17, 6.53, 3.19], [-5.07, -2.62, -5.98], [-4.47, -3.54, -7.36], [-4.35, -1.01, -5.87], [-6.15, -2.51, -6.09], [-4.81, -3.16, -5.08], [-4.81, -2.76, 3.73], [-4.87, -3.29, 5.41], [-4.75, -4.12, 2.59], [-5.71, -2.19, 3.52], [-3.92, -2.16, 3.59]], "spin_multiplicity": 1, "total_charge": 1, "max_force_ev_per_a": 1.64, "gap_ev": 9.4, "e_homo_ev": -12.4}



# 4
{"formula": "C13H32NO7S3", "method": "wB97M-V/def2-TZVPD", "elements": ["C", "C", "C", "O", "C", "S", "O", "O", "N", "S", "O", "O", "C", "C", "C", "S", "H", "H", "H", "H", "H", "H", "H", "H", "H", "H", "H", "H", "H", "H", "H", "H", "C", "C", "C", "O", "H", "H", "H", "H", "H", "H", "H", "H", "C", "C", "C", "O", "H", "H", "H", "H", "H", "H", "H", "H"], "coordinates": [[-0.07, 1.61, 2.88], [-0.32, 0.20, 3.44], [-0.51, -0.91, 2.38], [-0.07, -0.50, 1.10], [-0.84, -0.97, 0.03], [0.15, -2.01, -1.11], [-0.80, -3.01, -1.59], [1.28, -2.51, -0.35], [0.67, -0.94, -2.22], [0.18, -1.18, -3.74], [0.57, -2.44, -4.34], [-1.22, -0.83, -3.98], [1.22, 0.06, -4.55], [0.47, 0.73, -5.70], [-0.48, 1.90, -5.33], [-0.73, 2.23, -3.57], [-1.00, 2.17, 2.79], [0.55, 2.16, 3.59], [0.47, 1.59, 1.93], [-1.24, 0.25, 4.03], [0.47, -0.05, 4.16], [0.09, -1.76, 2.68], [-1.55, -1.24, 2.40], [-1.67, -1.61, 0.32], [-1.19, -0.13, -0.57], [1.65, 0.75, -3.84], [2.04, -0.52, -4.97], [1.23, 1.14, -6.38], [-0.06, -0.02, -6.28], [-0.07, 2.84, -5.72], [-1.43, 1.75, -5.84], [-1.82, 1.49, -3.32], [2.07, 4.08, -0.38], [1.72, 5.18, -1.37], [0.49, 5.96, -0.92], [1.50, 4.63, -2.66], [1.25, 3.36, -0.30], [2.95, 3.53, -0.72], [2.27, 4.48, 0.62], [2.56, 5.86, -1.47], [-0.38, 5.30, -0.85], [0.25, 6.74, -1.64], [0.65, 6.42, 0.06], [0.75, 4.02, -2.59], [-2.11, -4.60, 5.09], [-1.07, -4.76, 3.99], [-0.21, -5.99, 4.21], [-0.24, -3.59, 3.91], [-1.62, -4.48, 6.06], [-2.71, -3.71, 4.91], [-2.77, -5.46, 5.14], [-1.56, -4.83, 3.02], [0.34, -5.92, 5.15], [0.53, -6.09, 3.41], [-0.82, -6.90, 4.23], [0.21, -3.50, 4.76]], "spin_multiplicity": 1, "total_charge": -1, "max_force_ev_per_a": 1.36, "gap_ev": 7.9, "e_homo_ev": -5.3}



# 5
{"formula": "C13H32O23S5", "method": "wB97M-V/def2-TZVPD", "elements": ["C", "O", "H", "H", "H", "H", "C", "O", "H", "H", "H", "H", "C", "O", "H", "H", "H", "H", "C", "C", "O", "S", "O", "O", "O", "H", "H", "H", "H", "C", "C", "O", "S", "O", "O", "O", "H", "H", "H", "H", "C", "C", "O", "S", "O", "O", "O", "H", "H", "H", "H", "C", "C", "O", "S", "O", "O", "O", "H", "H", "H", "H", "C", "C", "O", "S", "O", "O", "O", "H", "H", "H", "H"], "coordinates": [[1.19, 4.61, 1.30], [-0.11, 4.28, 0.77], [1.52, 5.52, 0.71], [1.15, 4.94, 2.37], [1.96, 3.86, 1.19], [-0.32, 3.38, 0.98], [1.09, 5.38, -2.77], [2.29, 6.03, -2.33], [1.19, 4.31, -2.75], [0.30, 5.62, -2.04], [0.82, 5.73, -3.79], [2.42, 6.78, -2.91], [0.75, 1.65, -0.91], [-0.02, 1.27, 0.23], [0.44, 2.60, -1.27], [1.84, 1.68, -0.71], [0.65, 0.93, -1.73], [0.38, 0.67, 0.85], [-3.03, 2.89, -1.00], [-2.83, 1.31, -1.09], [-2.66, 1.02, -2.48], [-2.52, 2.43, -3.28], [-3.10, 2.29, -4.58], [-1.19, 2.96, -3.23], [-3.49, 3.28, -2.29], [-2.07, 3.39, -0.80], [-3.77, 3.24, -0.31], [-3.76, 0.85, -0.71], [-1.95, 1.06, -0.49], [4.29, -3.84, -1.14], [2.80, -3.89, -0.84], [2.59, -2.81, 0.04], [3.59, -1.60, -0.41], [4.25, -1.13, 0.79], [2.83, -0.66, -1.23], [4.63, -2.45, -1.29], [4.45, -4.29, -2.12], [4.96, -4.21, -0.44], [2.60, -4.88, -0.39], [2.21, -3.84, -1.73], [2.27, -2.07, 4.24], [1.07, -2.89, 3.67], [-0.12, -2.19, 4.07], [0.20, -0.67, 4.00], [-0.58, 0.00, 5.00], [0.02, -0.15, 2.61], [1.72, -0.65, 4.36], [3.14, -2.26, 3.61], [2.53, -2.31, 5.25], [1.01, -3.86, 4.16], [1.09, -2.95, 2.60], [-0.37, -1.56, -1.63], [-0.29, -1.30, -3.13], [0.07, -2.63, -3.67], [-0.60, -3.83, -2.76], [0.40, -4.80, -2.41], [-1.77, -4.42, -3.41], [-0.91, -2.86, -1.50], [-0.93, -0.79, -1.12], [0.64, -1.61, -1.24], [0.45, -0.61, -3.53], [-1.26, -0.98, -3.49], [-3.07, -0.13, 2.24], [-3.70, -1.14, 3.31], [-3.02, -2.35, 3.14], [-2.52, -2.54, 1.65], [-3.54, -3.19, 0.87], [-1.28, -3.29, 1.80], [-2.37, -0.98, 1.28], [-2.40, 0.62, 2.61], [-3.91, 0.34, 1.73], [-4.83, -1.42, 3.19], [-3.53, -0.87, 4.33]], "spin_multiplicity": 1, "max_force_ev_per_a": 4.44, "gap_ev": 10.1, "e_homo_ev": -10.0}



# 6
{"formula": "C13H34BF4GeIrN2O2Si3", "method": "wB97M-V/def2-TZVPD", "elements": ["Ir", "C", "C", "N", "O", "C", "C", "N", "O", "H", "H", "H", "H", "H", "H", "H", "C", "Si", "C", "C", "Ge", "Si", "C", "C", "C", "Si", "C", "C", "C", "H", "H", "H", "H", "H", "H", "H", "H", "H", "H", "H", "H", "H", "H", "H", "H", "H", "H", "H", "H", "H", "H", "H", "H", "H", "H", "H", "F", "B", "F", "F", "F"], "coordinates": [[-0.16, -0.31, -0.54], [3.70, -0.06, 1.26], [2.27, -0.34, 0.96], [1.84, -0.65, -0.21], [2.69, -0.68, -1.28], [1.20, -0.13, 1.94], [1.41, 0.05, 3.40], [0.05, -0.07, 1.38], [-1.06, 0.18, 2.02], [4.36, -0.73, 0.71], [3.90, -0.17, 2.33], [3.93, 0.97, 0.99], [3.38, -0.01, -1.14], [2.14, -0.66, 3.78], [0.47, -0.10, 3.92], [1.76, 1.06, 3.61], [-2.48, -2.32, 2.87], [-3.23, -1.95, 1.20], [-2.56, -3.21, -0.03], [-5.10, -2.08, 1.30], [-2.46, 0.29, 0.54], [-3.64, 2.12, 1.64], [-2.99, 3.80, 1.21], [-3.42, 1.67, 3.44], [-5.42, 1.92, 1.11], [-2.54, 0.46, -2.13], [-2.75, 2.16, -2.81], [-4.20, -0.34, -1.86], [-1.29, -0.64, -3.02], [-3.00, -3.18, 3.30], [-2.57, -1.49, 3.57], [-1.43, -2.58, 2.78], [-2.51, -4.19, 0.45], [-1.54, -2.95, -0.34], [-3.17, -3.32, -0.93], [-5.37, -3.11, 1.53], [-5.61, -1.80, 0.38], [-5.49, -1.46, 2.11], [-1.96, 3.93, 1.56], [-3.62, 4.56, 1.68], [-2.99, 3.97, 0.13], [-2.40, 1.35, 3.66], [-4.11, 0.88, 3.74], [-3.63, 2.55, 4.04], [-5.56, 2.14, 0.05], [-6.04, 2.64, 1.67], [-5.81, 0.93, 1.31], [-3.43, 2.75, -2.19], [-3.22, 2.03, -3.79], [-1.82, 2.70, -2.93], [-4.87, 0.22, -1.21], [-4.14, -1.38, -1.53], [-4.67, -0.35, -2.86], [-0.40, -0.31, -2.43], [-0.99, -0.40, -4.03], [-1.49, -1.70, -2.86], [1.32, 3.91, -0.63], [0.38, 2.96, -0.40], [0.18, 2.69, 0.96], [0.91, 1.68, -0.99], [-0.84, 3.17, -1.03]], "spin_multiplicity": 2, "total_charge": 1, "max_force_ev_per_a": 1.71, "e_above_lowest_kcal_mol": 22.9, "gap_ev": [7.6, 7.1], "e_homo_ev": [-11.5, -11.5]}



The evaluated total energy for the records listed, in turn: -25668.0363; -34369.6412; -197062.2227; -62328.2823; -115261.4245; -115640.8773 eV.